The following is a DFT calculation (ωB97M-V with the def2-TZVPD basis set) of a cluster of 2 separate species, C3H9ClN3 in total at a distorted geometry.

Computed properties:
Spin multiplicity ... 1
HOMO ... -14.3520 eV
Total energy ... -20242.1255 eV
Kohn-Sham gap ... 10.837 eV
Energy above the lowest of the compared OMol25 structures with the same formula, charge and spin ... 32.2 kcal/mol
Total charge ... +1

XYZ file:
```
16
Properties=species:S:1:pos:R:3:lowdin_charge:R:1
C 1.39 0.28 0.67 -0.2485
C 2.00 1.36 1.63 -0.4166
C -1.86 -1.15 -1.14 -0.1970
N 0.42 0.38 -0.11 0.0246
N -1.90 0.13 -1.38 0.1440
N -0.69 -1.70 -0.96 0.1446
Cl 2.08 0.49 3.33 0.4777
H 1.66 -0.82 0.76 0.1393
H 1.23 2.20 1.69 0.0988
H 3.05 1.71 1.38 0.0964
H -2.83 -1.68 -1.16 0.1725
H -1.03 0.61 -1.45 0.0728
H -2.77 0.54 -1.84 0.1781
H -0.09 1.33 -0.17 0.1377
H -0.01 -0.99 -0.53 0.0323
H -0.67 -2.69 -0.72 0.1433
```

---

The following is a DFT calculation (ωB97M-V with the def2-TZVPD basis set) of a structure of composition C56H60IN3O8S at a distorted geometry.

Computed properties:
Spin multiplicity ... 1
HOMO ... -8.6008 eV
Total energy ... -98832.3032 eV
Kohn-Sham gap ... 7.466 eV
Energy above the lowest of the compared OMol25 structures with the same formula, charge and spin ... 0.0 kcal/mol

XYZ file:
```
129
Properties=species:S:1:pos:R:3:lowdin_charge:R:1
C 6.35 -3.83 0.94 -0.0721
C 5.97 -2.78 -0.05 -0.2860
O 4.83 -3.17 -0.80 -0.1528
C 4.95 -2.94 -2.19 -0.2383
C 3.73 -3.55 -2.86 -0.1597
C 2.50 -2.63 -2.85 -0.1811
C 1.32 -3.19 -2.04 -0.1882
C -0.02 -2.70 -2.61 -0.1195
C -1.19 -2.51 -1.65 -0.0574
C -1.85 -1.20 -1.63 -0.1573
O -1.26 -0.23 -2.40 -0.0416
C -0.89 0.99 -1.74 -0.1258
C -0.07 0.89 -0.45 -0.2931
C -0.95 0.81 0.82 -0.0349
C 1.01 -0.19 -0.46 -0.1368
C 2.35 0.22 0.16 -0.3992
C 3.08 1.30 -0.64 -0.0590
C 2.23 0.59 1.64 -0.0513
C -2.99 -0.98 -0.91 -0.0974
C -3.82 0.28 -0.96 -0.1108
C -5.31 -0.03 -1.31 -0.1846
C -6.33 0.35 -0.23 -0.1971
C -7.66 -0.41 -0.44 -0.2036
N -7.75 -1.64 0.35 0.0184
C -8.73 -1.58 1.41 -0.5091
C -8.21 -2.02 2.74 -0.0048
O -9.85 -1.20 1.24 0.1046
C -3.41 -2.02 -0.04 -0.2862
N -4.41 -1.96 0.82 -0.1967
S -4.49 -3.33 1.63 1.0135
N -3.27 -4.12 0.90 -0.2212
C -2.75 -3.30 0.01 -0.3689
C -1.65 -3.53 -0.87 -0.1585
C -1.05 -4.92 -0.85 -0.1322
C -2.07 -6.04 -0.84 -0.8305
O -1.94 -7.01 -0.18 0.0334
I -3.76 -5.87 -2.18 0.8270
H 6.65 -4.76 0.46 0.0764
H 5.56 -4.02 1.66 0.0734
H 7.21 -3.48 1.52 0.0759
H 6.80 -2.53 -0.72 0.1129
H 5.72 -1.86 0.49 0.1123
H 5.85 -3.42 -2.57 0.1209
H 4.97 -1.87 -2.41 0.1219
H 3.52 -4.48 -2.34 0.1114
H 3.96 -3.82 -3.89 0.1101
H 2.76 -1.62 -2.54 0.0939
H 2.13 -2.54 -3.87 0.1079
H 1.42 -2.98 -0.98 0.1130
H 1.40 -4.27 -2.15 0.0931
H 0.10 -1.79 -3.18 0.1046
H -0.36 -3.45 -3.34 0.1291
H -0.28 1.53 -2.47 0.1170
H -1.73 1.64 -1.53 0.1036
H 0.44 1.85 -0.37 0.1309
H -1.11 -0.22 1.13 0.0651
H -0.42 1.29 1.64 0.0712
H -1.88 1.35 0.70 0.0707
H 1.18 -0.51 -1.48 0.0966
H 0.64 -1.00 0.16 0.1117
H 2.99 -0.67 0.13 0.1203
H 3.00 1.13 -1.71 0.0768
H 2.69 2.28 -0.37 0.0658
H 4.13 1.27 -0.36 0.0757
H 1.99 1.64 1.76 0.0923
H 1.48 -0.04 2.11 0.0481
H 3.17 0.36 2.13 0.0854
H -3.81 0.82 -0.02 0.1099
H -3.49 0.92 -1.76 0.0961
H -5.44 -1.06 -1.63 0.1066
H -5.57 0.57 -2.19 0.1087
H -6.58 1.40 -0.32 0.1065
H -5.94 0.15 0.76 0.0892
H -7.68 -0.70 -1.49 0.1118
H -8.52 0.24 -0.30 0.1089
H -7.96 -2.44 -0.24 0.1233
H -7.30 -1.46 2.93 0.0773
H -8.96 -1.86 3.50 0.0798
H -7.96 -3.08 2.66 0.0809
H -0.37 -5.03 -0.02 0.1325
H -0.52 -5.05 -1.78 0.1040
C -1.98 5.68 -5.46 -0.0543
C -1.42 4.48 -5.03 -0.0527
C -0.46 4.47 -4.04 -0.0030
C -0.04 5.67 -3.47 -0.0813
C -0.58 6.88 -3.92 -0.0815
C -1.55 6.88 -4.91 -0.0003
C -0.10 8.17 -3.36 -0.2757
O -0.57 9.22 -3.74 0.1093
C 0.97 8.14 -2.32 -0.0809
C 1.46 9.34 -1.82 -0.0014
C 2.44 9.33 -0.84 -0.0551
C 2.93 8.12 -0.36 -0.0558
C 2.45 6.92 -0.85 -0.0016
C 1.47 6.93 -1.84 -0.0823
C 0.98 5.63 -2.39 -0.2738
O 1.39 4.57 -1.96 0.0964
H -2.73 5.68 -6.23 0.1080
H -1.74 3.54 -5.47 0.1084
H -0.03 3.54 -3.70 0.1036
H -1.98 7.81 -5.24 0.1211
H 1.07 10.28 -2.20 0.1209
H 2.83 10.26 -0.46 0.1078
H 3.69 8.11 0.41 0.1075
H 2.82 5.98 -0.48 0.1191
C -0.95 -3.06 3.05 -0.0460
C -0.22 -4.23 3.24 -0.0426
C 1.02 -4.18 3.84 0.0050
C 1.56 -2.96 4.24 -0.0774
C 0.84 -1.78 4.03 -0.0849
C -0.42 -1.84 3.44 0.0011
C 1.41 -0.46 4.40 -0.3117
O 0.78 0.56 4.21 0.0861
C 2.77 -0.43 5.00 -0.0886
C 3.35 0.80 5.30 -0.0042
C 4.61 0.85 5.87 -0.0562
C 5.30 -0.33 6.14 -0.0568
C 4.74 -1.55 5.83 -0.0020
C 3.47 -1.61 5.25 -0.0795
C 2.89 -2.93 4.90 -0.2764
O 3.50 -3.96 5.13 0.1058
H -1.91 -3.10 2.57 0.0575
H -0.63 -5.18 2.91 0.1117
H 1.59 -5.09 4.00 0.1215
H -0.98 -0.92 3.28 0.1137
H 2.81 1.71 5.09 0.1226
H 5.06 1.80 6.10 0.1070
H 6.29 -0.29 6.59 0.1070
H 5.27 -2.47 6.03 0.1202
```

---

The following is a DFT calculation (ωB97M-V with the def2-TZVPD basis set) of the ion C7H12NO5P with charge -2 at a distorted geometry.

Computed properties:
SMILES ... CNCCCC[C@]1(P(=O)([O-])[O-])OC1=O
Spin multiplicity ... 1
HOMO ... -0.5136 eV
Total energy ... -28469.7662 eV
Kohn-Sham gap ... 6.612 eV
Energy above the lowest of the compared OMol25 structures with the same formula, charge and spin ... 53.7 kcal/mol
Total charge ... -2

XYZ file:
```
26
Properties=species:S:1:pos:R:3:lowdin_charge:R:1
C 2.42 -1.47 0.65 -0.5138
C -0.29 -1.18 -1.12 -0.2350
C -0.91 0.18 -1.24 -0.2302
C 1.20 -1.32 -1.48 -0.1653
C -1.88 0.38 -0.15 -0.2924
C 2.01 -0.64 -0.43 -0.2796
C -2.20 0.97 2.20 -0.2240
N -1.33 0.37 1.24 -0.1655
O 3.35 -1.27 -0.26 0.0733
O 3.47 1.49 0.50 -0.3913
O 1.91 1.84 -1.47 -0.4067
O 2.30 -2.19 1.60 0.0769
O 0.96 1.61 0.91 -0.4297
P 2.14 1.32 -0.11 0.1227
H -0.56 -1.63 -0.14 0.1109
H -0.99 -1.82 -1.70 0.0963
H -0.05 1.03 -1.26 0.1192
H -1.51 0.34 -2.18 0.1048
H 1.37 -2.41 -1.57 0.1073
H 1.36 -1.01 -2.57 0.1344
H -2.39 1.35 -0.08 0.0780
H -2.72 -0.30 -0.03 0.0944
H -1.55 1.29 3.05 0.0870
H -2.82 1.79 1.80 0.0472
H -2.97 0.36 2.53 0.0154
H -0.32 0.91 1.30 0.0657
```

---

The following is a DFT calculation (ωB97M-V with the def2-TZVPD basis set) of the ion C5H14NO2 with charge +2 at a distorted geometry.

Computed properties:
Spin multiplicity ... 2
HOMO (alpha / beta) ... -18.5620 / -18.3926 eV
Total energy ... -10976.3472 eV
Kohn-Sham gap (alpha / beta) ... 11.385 / 4.260 eV
Expectation value of S² ... 0.7545
Energy above the lowest of the compared OMol25 structures with the same formula, charge and spin ... 10.8 kcal/mol
Total charge ... +2

XYZ file:
```
22
Properties=species:S:1:pos:R:3:lowdin_charge:R:1
C 1.08 1.33 -1.44 -0.2169
O 0.40 2.01 -2.44 -0.0028
C 0.15 0.36 -0.62 -0.2225
C 0.96 -0.18 0.54 -0.1365
C 0.12 -0.83 1.63 -0.1233
C -0.67 -2.04 1.14 -0.1124
O -1.84 -1.63 0.49 0.2293
N -0.88 1.38 -0.12 0.2337
H 1.60 2.06 -0.82 0.1475
H 1.93 0.80 -1.88 0.1533
H 0.53 1.63 -3.31 0.1272
H -0.35 -0.32 -1.31 0.1663
H 1.71 0.55 0.93 0.1627
H 1.61 -0.91 0.04 0.1506
H 0.78 -1.22 2.42 0.1550
H -0.55 -0.11 2.11 0.1333
H -0.87 -2.79 1.93 0.2215
H -0.07 -2.65 0.42 0.2143
H -2.26 -2.45 0.15 0.1964
H -1.81 1.01 0.11 0.1670
H -0.99 2.19 -0.76 0.1784
H -0.58 1.81 0.77 0.1780
```

---

The following is a DFT calculation (ωB97M-V with the def2-TZVPD basis set) of a structure of composition C3H5NO.

Computed properties:
Spin multiplicity ... 1
HOMO ... -9.3899 eV
Total energy ... -6725.6241 eV
Kohn-Sham gap ... 9.470 eV
Energy above the lowest of the compared OMol25 structures with the same formula, charge and spin ... 91.1 kcal/mol

XYZ file:
```
10
Properties=species:S:1:pos:R:3:lowdin_charge:R:1
O 2.09 0.22 0.22 0.0891
C 0.94 0.13 -0.11 -0.5619
C -0.27 0.99 0.28 -0.1651
C -1.22 -0.19 0.20 0.0626
N 0.36 -0.95 -0.77 0.1026
H -0.10 1.41 1.27 0.1163
H -0.49 1.78 -0.44 0.1089
H -1.20 -0.78 1.12 0.0558
H -0.80 -0.81 -0.92 0.0676
H 0.82 -1.85 -0.71 0.1241
```

---

The following is a DFT calculation (ωB97M-V with the def2-TZVPD basis set) of an isolated molecule of C5H10O2 at a distorted geometry.

Computed properties:
SMILES ... OC[C@H]1CCOC1
Spin multiplicity ... 1
HOMO ... -9.3129 eV
Total energy ... -9439.4550 eV
Kohn-Sham gap ... 10.100 eV
Energy above the lowest of the compared OMol25 structures with the same formula, charge and spin ... 82.7 kcal/mol

XYZ file:
```
17
Properties=species:S:1:pos:R:3:lowdin_charge:R:1
O 2.18 0.27 -0.38 -0.0411
C 1.47 -0.76 0.30 -0.2599
C 0.05 -0.31 0.47 -0.3242
C -0.47 1.11 0.67 -0.1085
C -1.80 1.01 -0.10 -0.1862
O -1.50 0.21 -1.25 -0.1087
C -0.47 -0.73 -0.91 -0.2064
H 3.10 0.00 -0.50 0.0936
H 1.15 -1.87 -0.25 0.1491
H 2.02 -1.09 1.18 0.1084
H -0.40 -0.96 1.23 0.1463
H -0.63 1.38 1.73 0.1169
H 0.18 1.86 0.22 0.1168
H -2.20 1.98 -0.43 0.1238
H -2.57 0.50 0.48 0.1181
H 0.24 -0.66 -1.73 0.1130
H -0.36 -1.95 -0.74 0.1492
```